[1]
C10H14BN8OPd | wB97M-V/def2-TZVPD

```
35
Properties=species:S:1:pos:R:3:mulliken_charge:R:1
Pd -0.43 -0.69 0.18 0.374
C 1.51 2.43 2.18 -0.964
C 0.77 1.23 2.18 -0.751
N 0.59 0.84 0.89 0.311
N 1.14 1.79 0.03 -0.239
C 1.66 2.77 0.81 -0.258
B 1.14 1.40 -1.55 0.040
N 1.75 -0.06 -1.66 0.138
C 2.72 -0.55 -2.42 -0.196
C 2.79 -1.97 -2.30 -0.864
C 1.79 -2.30 -1.36 -0.495
N 1.18 -1.13 -0.94 -0.004
N -0.41 1.26 -1.97 0.078
C -1.13 1.83 -2.95 -0.194
C -2.48 1.38 -2.88 -0.904
C -2.53 0.49 -1.80 -0.542
N -1.26 0.44 -1.25 0.093
H 1.85 3.01 3.01 0.411
H 0.74 0.47 2.94 0.489
H 2.08 3.64 0.36 0.456
H 1.58 2.31 -2.21 -0.140
H 3.24 0.13 -3.12 0.371
H 3.44 -2.70 -2.84 0.287
H 1.44 -3.23 -0.90 0.416
H -0.67 2.54 -3.61 0.419
H -3.33 1.73 -3.45 0.325
H -3.33 -0.17 -1.42 0.402
N -1.87 -0.96 3.55 -0.379
C -1.87 -2.05 2.77 0.508
N -2.47 -3.17 3.27 -0.461
O -1.35 -2.06 1.59 -0.593
H -1.95 -1.03 4.56 0.229
H -1.32 -0.22 3.21 0.224
H -2.68 -3.28 4.26 0.173
H -2.33 -4.11 2.87 0.239
```

HOMO level, Ha: -0.030
Gap between HOMO and LUMO, eV: 3.7
ΔE to the lowest compared entry with this formula, charge and spin, eV: 3.818
2S+1: 1
Total charge: -1

[2]
C2H6N2 | wB97M-V/def2-TZVPD

```
10
Properties=species:S:1:pos:R:3:mulliken_charge:R:1
C 0.99 1.76 1.71 -0.272
N -0.22 2.13 1.60 -0.525
H 1.53 2.11 2.58 0.253
H 1.45 1.07 0.99 0.232
H -0.69 1.64 0.84 0.300
C -0.44 -2.04 -1.35 -0.265
N -0.80 -0.83 -1.46 -0.415
H 0.02 -2.34 -0.41 0.236
H -0.57 -2.79 -2.12 0.225
H -1.26 -0.69 -2.37 0.229
```

HOMO level, Ha: -0.363
Gap between HOMO and LUMO, eV: 10.9
ΔE to the lowest compared entry with this formula, charge and spin, eV: 2.230
SMILES: C=N.C=N
2S+1: 1